Entry 1:
One molecule with the formula C7H8 at a distorted geometry, computed with ωB97M-V with the def2-TZVPD basis set.

Geometry as XYZ:
```
15
Properties=species:S:1:pos:R:3:forces:R:3:mulliken_charge:R:1
C 0.661725 -1.371051 0.058368 -1.04 -1.27 0.14 -0.3295
C 0.859875 -2.600921 -0.377592 -0.40 1.66 0.72 -0.3361
C 1.363265 -0.119952 0.039275 2.05 2.31 -0.01 0.5087
C 2.678609 0.093767 -0.040343 0.94 -0.39 -0.31 -0.7098
C 0.234299 0.923326 0.374287 -0.62 -3.76 -1.26 -0.8246
C -0.594342 -0.575930 0.622201 1.79 2.22 -2.37 0.4024
C -1.774692 -0.699055 -0.245342 -2.04 3.85 1.31 -1.4468
H 2.959256 1.185476 -0.173338 0.30 -1.67 0.50 0.2596
H 3.422246 -0.822964 -0.024634 -1.42 2.34 -0.28 0.2358
H 0.358833 1.436494 1.334959 0.06 0.24 -0.68 0.3061
H -0.166089 1.507156 -0.547822 0.63 -0.92 1.94 0.3015
H -0.653646 -0.744592 1.629505 -0.55 -0.44 2.50 0.5404
H -2.593752 -1.234450 0.155308 -0.88 -0.58 0.67 0.3624
H -1.480191 -1.174828 -1.075245 0.77 -1.54 -3.38 0.4675
H -2.145904 0.371697 -0.540019 0.42 -2.04 0.50 0.2623
```
Positions in Å, forces in eV/Å.

The value obtained for the energy relative to the best compared isomer or geometry (same formula, charge and spin) is 158.82 kcal per mole. The energy is -271.2784 a.u. The HOMO energy is -0.3292 Ha. The calculation puts the largest force on an atom at 4.55 eV Å⁻¹. As for the gap between HOMO and LUMO: 8.42 eV.

=====

Entry 2:
C7H8Br16I2NO2P as an isolated structure at a distorted geometry, computed with ωB97M-V with the def2-TZVPD basis set.

Geometry as XYZ:
```
37
Properties=species:S:1:pos:R:3:forces:R:3:mulliken_charge:R:1
N 0.268922 3.050803 4.553110 -0.86 -1.52 -0.86 -0.6833
P 0.037575 1.938066 3.419812 0.54 2.29 1.86 0.4222
C -1.445491 0.816504 3.858602 0.11 -0.73 0.18 -0.4809
Br -0.740983 -0.595485 5.119183 -0.40 1.13 -0.58 -0.0565
I -2.100303 -0.272224 2.069812 0.17 0.31 0.47 0.4555
O -2.504394 1.487464 4.580542 0.28 0.31 -2.57 -0.2051
C -3.483261 2.090500 3.724112 -5.29 -1.93 1.41 0.3984
O -4.691872 1.783070 3.920792 5.76 1.56 -0.75 -0.4485
I -3.099793 3.538645 2.152437 0.39 -0.50 1.28 0.2031
H -0.444563 2.948943 5.290137 0.56 0.22 -0.28 0.2740
H -0.166595 2.612846 2.152423 0.00 -1.11 0.41 0.0468
H 1.208551 1.104745 3.228985 -1.07 0.02 -0.22 0.1055
C -1.762556 7.472913 0.196382 0.15 0.20 0.16 -0.3228
Br -0.179770 7.037036 1.228560 -0.36 0.02 -0.24 -0.0055
Br -1.325751 8.457694 -1.416027 -0.10 -0.28 0.31 -0.0271
Br -2.826293 5.896199 -0.189425 0.14 0.35 -0.23 -0.0466
H -2.375862 8.127526 0.813894 0.14 -0.21 -0.18 0.3730
C -6.038144 -0.066467 -0.314599 -0.17 -0.02 -0.15 -0.3482
Br -4.808218 1.425324 -0.144838 -0.35 -0.41 -0.07 0.0012
Br -5.114206 -1.771427 -0.267203 -0.13 0.34 0.04 0.0184
Br -7.459246 0.020563 1.001934 0.36 0.00 -0.23 -0.0064
H -6.505696 0.015521 -1.294715 0.13 -0.04 0.28 0.3442
C -0.944126 -3.400300 -0.916792 0.07 -0.05 0.05 -0.3109
Br 0.316176 -4.136263 -2.194019 -0.34 0.22 0.33 0.0125
Br -1.377928 -1.551755 -1.315427 0.08 -0.36 -0.04 -0.0386
Br -2.536804 -4.497337 -0.759778 0.26 0.22 -0.05 -0.0317
H -0.453915 -3.409609 0.055877 -0.14 0.01 -0.26 0.3657
C 4.744379 -4.663115 -2.128931 -0.04 0.14 0.06 -0.2794
Br 6.279331 -5.795705 -2.482978 -0.30 0.19 0.03 -0.0511
Br 3.488311 -4.670944 -3.606937 0.37 -0.08 0.18 0.0100
Br 3.885916 -5.114941 -0.449490 0.19 0.04 -0.35 -0.0503
H 5.116166 -3.643922 -2.032598 -0.11 -0.28 -0.03 0.3776
C 7.388066 -3.294964 -5.459607 -0.01 -0.06 0.08 0.0209
Br 5.997590 -1.978181 -5.771272 0.27 -0.24 0.04 -0.0136
Br 7.296392 -4.754610 -6.733445 0.01 0.32 0.25 0.0057
Br 9.150309 -2.485706 -5.415009 -0.35 -0.15 -0.05 -0.0203
H 7.208087 -3.721406 -4.473503 0.05 0.08 -0.28 -0.0078
```
Positions in Å, forces in eV/Å.

The value obtained for the energy relative to the best compared isomer or geometry (same formula, charge and spin) is 21.39 kcal per mole. The energy is -42597.5677 a.u. The HOMO energy is -0.3263 Ha. The calculation puts the largest force on an atom at 6.01 eV Å⁻¹. As for the gap between HOMO and LUMO: 8.11 eV.

=====

Entry 3:
A 2-piece molecular cluster, C7H8BrN2O overall at a distorted geometry, computed with ωB97M-V with the def2-TZVPD basis set.

Geometry as XYZ:
```
19
Properties=species:S:1:pos:R:3:forces:R:3:mulliken_charge:R:1
C -0.582063 2.117382 0.239029 -0.82 2.78 0.80 -0.3772
C 0.801861 -1.465015 0.332005 4.07 -0.99 0.33 -0.4263
C -0.944088 1.659367 -1.118676 -0.42 0.45 -2.46 0.1641
C -0.276919 -1.347621 -0.312936 0.01 0.66 -0.03 0.1507
C 0.158747 1.481836 1.048910 1.71 -3.34 -0.20 0.5737
C 1.131608 -0.691736 1.683005 -3.23 -2.81 -1.44 -0.5299
C -1.327905 -0.732524 -0.770909 -0.82 1.83 -0.39 0.2900
N -1.189613 0.486864 -1.509707 -0.61 -0.24 -0.14 -0.4671
N -2.599172 -1.171805 -0.651089 -0.02 -0.55 0.82 -0.4248
O 1.052658 0.729196 1.428801 0.29 1.55 0.00 -0.1574
Br 4.013605 -0.322131 -0.384969 0.69 -1.17 1.27 -0.2019
H -0.832244 3.169399 0.492982 -0.23 -0.81 -0.07 0.3872
H 1.666794 -2.106257 -0.095041 -1.35 1.09 1.07 0.2895
H -1.040453 2.558602 -1.903554 0.39 -2.11 1.76 0.3264
H 0.275519 -1.051304 2.285895 0.79 0.82 0.46 0.3281
H 2.082135 -1.047860 1.984641 0.95 0.82 0.73 0.3725
H -2.761901 -2.034035 -0.099865 -0.09 1.04 -1.09 0.2437
H -3.225146 -0.811480 -1.337035 -0.77 -0.24 -0.11 0.2500
H 3.596586 0.579131 -1.311492 -0.56 1.23 -1.30 0.2087
```
Positions in Å, forces in eV/Å.

The value obtained for the energy relative to the best compared isomer or geometry (same formula, charge and spin) is 140.12 kcal per mole. The energy is -3029.8163 a.u. The HOMO energy (alpha / beta) is -0.4468 / -0.4468 Ha. The calculation puts the largest force on an atom at 4.52 eV Å⁻¹. As for the gap between HOMO and LUMO (alpha / beta): 6.33 / 6.32 eV. The charge is +1.

=====

Entry 4:
An isolated ion of composition C7H8ClN3 and charge +2 at a distorted geometry, computed with ωB97M-V with the def2-TZVPD basis set.

Geometry as XYZ:
```
19
Properties=species:S:1:pos:R:3:forces:R:3:mulliken_charge:R:1
Cl 2.126317 2.120362 1.004792 0.15 0.41 -0.17 -0.0537
C 1.325544 0.617630 1.039472 -3.04 0.41 -0.58 0.0207
C -0.382112 0.726551 1.092466 2.22 0.69 -0.66 -0.5092
N -0.967163 -0.373481 1.758806 -1.54 0.53 1.90 -0.0700
C -0.957276 -1.588987 1.283843 0.98 1.25 1.25 -0.0724
N -0.516206 -1.880873 0.051793 0.85 1.22 -0.45 -0.0039
C 0.047958 -0.998329 -0.746696 -0.20 2.31 0.12 0.2546
N 0.026599 -0.962206 -2.071010 -0.21 -2.86 -0.08 -0.4766
C 0.240831 0.252774 -2.451564 -0.83 -0.78 -3.77 -0.1455
C 0.352055 1.191238 -1.423737 -0.13 3.82 2.61 -0.3569
C 0.401590 0.288014 -0.189499 1.49 1.70 1.67 0.2335
H 1.880724 -0.058357 1.715530 -1.02 -0.33 -0.67 0.3714
H -0.926571 1.738904 1.106539 1.03 -1.71 0.21 0.3844
H -1.455717 -0.080085 2.709945 1.27 -1.48 -2.20 0.3885
H -1.053123 -2.455284 1.871414 -1.25 -0.75 1.14 0.4304
H -0.820363 -2.693498 -0.362285 -0.84 -2.86 -0.98 0.3056
H 0.170125 0.413002 -3.566998 0.36 0.26 1.33 0.4480
H 1.188186 1.971501 -1.547703 -1.30 -1.08 0.22 0.5034
H -0.681397 1.771125 -1.275109 2.03 -0.73 -0.89 0.3479
```
Positions in Å, forces in eV/Å.

The value obtained for the energy relative to the best compared isomer or geometry (same formula, charge and spin) is 23.59 kcal per mole. The energy is -895.2336 a.u. The HOMO energy is -0.6658 Ha. The calculation puts the largest force on an atom at 4.63 eV Å⁻¹. As for the gap between HOMO and LUMO: 7.61 eV. The charge is +2.

=====

Entry 5:
C7H8CsLiO8 as an isolated structure at a distorted geometry, computed with ωB97M-V with the def2-TZVPD basis set.

Geometry as XYZ:
```
25
Properties=species:S:1:pos:R:3:forces:R:3:mulliken_charge:R:1
O -0.131004 1.141064 -1.518359 -0.52 0.59 -0.03 -0.6128
O 1.108419 -0.582289 -0.868688 -0.17 -0.27 -0.34 -0.2154
C 1.517430 0.143420 0.291915 0.02 0.18 0.39 -0.3123
C 2.720976 1.023856 -0.015174 0.29 -0.01 0.06 -0.3608
O 3.210532 1.635969 1.173948 -1.23 0.82 -0.83 -0.3612
C 0.247986 -0.023008 -1.764683 0.28 -0.28 -0.29 -0.3210
H 0.687829 0.749929 0.678437 0.20 -0.07 -0.10 0.2086
H 1.792788 -0.611702 1.038881 0.05 0.21 -0.20 0.3168
H 2.435050 1.846905 -0.680158 -0.04 -0.17 0.12 0.2264
H 3.512793 0.431754 -0.490096 -0.20 0.02 0.16 0.3202
O 4.555323 1.600786 2.922897 -0.60 0.60 -0.12 -0.8127
O 4.542520 -0.146094 1.571830 -0.69 -0.06 -0.72 -0.7466
C 4.123171 0.985580 1.917153 2.67 -1.34 1.68 0.6983
O -3.373789 0.231368 -1.136500 -0.30 0.76 0.04 -0.3162
C -3.257957 -0.767450 -1.990304 4.26 -0.48 -1.87 0.8040
C -3.933405 -0.231080 0.104344 -0.12 0.08 0.06 -0.2189
O -2.427546 -0.758144 -2.944234 -3.75 0.41 2.16 -0.6469
O -3.848617 -1.859058 -1.554365 -0.50 -0.64 -0.17 -0.3226
C -4.433451 -1.635039 -0.258093 -0.14 0.03 -0.01 -0.2536
H -4.732364 0.456222 0.397092 0.19 -0.17 -0.04 0.2508
H -3.139543 -0.233372 0.859133 -0.14 0.02 -0.23 0.2444
H -5.522333 -1.695441 -0.357964 0.23 0.00 0.04 0.2581
H -4.070513 -2.411753 0.421595 -0.09 0.17 -0.21 0.2596
Li -1.190688 0.714266 -3.068143 0.69 -0.47 0.65 0.9166
Cs 9.606383 -0.006690 5.269544 -0.38 0.07 -0.22 0.9971
```
Positions in Å, forces in eV/Å.

The energy is -901.0767 a.u. The HOMO energy is -0.2020 Ha. The calculation puts the largest force on an atom at 4.68 eV Å⁻¹. As for the gap between HOMO and LUMO: 3.57 eV.

=====

Entry 6:
One molecule with the formula C7H8FN3S at a distorted geometry, computed with ωB97M-V with the def2-TZVPD basis set.

Geometry as XYZ:
```
20
Properties=species:S:1:pos:R:3:forces:R:3:mulliken_charge:R:1
N -2.756951 1.926879 -0.680828 -2.61 -0.44 0.30 -0.7329
N -1.863164 0.857679 -0.547923 2.43 0.08 -2.51 -0.0928
C -2.201232 -0.311875 0.103673 -0.13 0.58 -1.59 0.1369
S -3.874826 -0.755818 0.418644 2.78 0.52 0.02 -0.3112
N -1.083920 -1.093277 0.277361 -3.26 -3.73 2.55 -0.1702
C 0.281745 -0.735607 0.186889 1.28 1.27 1.52 -0.3100
C 1.110580 -1.338538 -0.762775 1.64 1.53 1.46 -0.2455
C 2.481796 -0.983975 -0.824633 0.75 0.55 3.02 -0.5696
C 3.002457 -0.067842 0.220263 1.03 -0.56 -5.53 0.4076
F 4.232931 0.591845 -0.053431 -1.62 -1.73 0.89 -0.2994
C 2.163062 0.529586 1.072336 2.21 2.70 2.54 -0.4103
C 0.880964 0.195156 1.129796 -5.06 -0.54 0.14 0.0671
H -3.692565 1.589722 -1.297484 2.97 1.03 2.72 0.2814
H -2.993061 2.199217 0.363193 -0.11 -0.73 -3.08 0.2888
H -0.941819 0.895908 -1.349177 -3.70 -0.34 3.56 0.3269
H -1.445231 -2.020160 0.864179 1.78 3.00 -2.10 0.2907
H 0.710987 -2.083061 -1.375268 -0.51 -0.96 -1.08 0.4916
H 3.217527 -1.560355 -1.390435 -0.42 0.51 -0.29 0.3390
H 2.524619 1.363091 1.756025 -0.25 -1.24 -1.03 0.2961
H 0.246095 0.801432 1.889590 0.78 -1.51 -1.52 0.2157
```
Positions in Å, forces in eV/Å.

The value obtained for the energy relative to the best compared isomer or geometry (same formula, charge and spin) is 39.37 kcal per mole. The energy is -933.7387 a.u. The HOMO energy is -0.3107 Ha. The calculation puts the largest force on an atom at 5.65 eV Å⁻¹. As for the gap between HOMO and LUMO: 8.52 eV.